Density functional theory data (wB97M-V/def2-TZVPD) for a structure of composition C24H26BaCl4N2O6PS2.

Computed properties:
- Net charge: -1
- Multiplicity: 1
- Gap between HOMO and LUMO: 0.198 Ha

Each line ends with the Löwdin charge.
Positions of all 66 atoms, in Å:
1 Ba 0.16780 -0.12540 0.14790  1.75
2 Cl 4.87526 1.73121 5.50187  0.60
3 C 4.16788 1.52077 3.92948  -0.73
4 C 4.86691 1.88316 2.79739  -0.74
5 Cl 6.46294 2.55588 2.92127  0.60
6 C 4.27371 1.70643 1.53623  -0.62
7 Cl 5.12702 2.16637 0.08987  0.64
8 C 2.99596 1.16863 1.37665  -0.48
9 O 2.42177 1.00818 0.21922  -0.40
10 C 2.25997 0.78983 2.56798  -0.47
11 O 1.06855 0.29246 2.42189  -0.39
12 C 2.87750 0.98238 3.80451  -0.62
13 Cl 1.97558 0.52947 5.22297  0.63
14 O -6.11797 3.99061 -2.03671  -0.06
15 C -6.07227 2.58297 -2.18615  -0.21
16 C -4.80016 2.04262 -1.59486  -0.18
17 C -4.56227 0.67501 -1.60295  -0.01
18 C -3.37710 0.20111 -1.07048  -0.12
19 N -2.45089 0.99834 -0.53952  0.01
20 C -2.67270 2.31554 -0.53002  -0.20
21 C -3.83544 2.87382 -1.05111  0.04
22 C -1.59355 3.18089 0.03790  -0.21
23 C -1.87876 4.43334 0.55995  0.04
24 C -0.83949 5.21917 1.04667  -0.19
25 C -1.11476 6.57134 1.65429  -0.21
26 O -2.18684 7.26267 1.03169  -0.06
27 C 0.44775 4.71575 0.97515  0.01
28 C 0.64670 3.44455 0.45561  -0.08
29 N -0.35078 2.68459 0.00398  0.02
30 H -6.92298 4.31630 -2.44661  0.09
31 H -6.11383 2.29980 -3.24402  0.13
32 H -6.92098 2.10723 -1.68174  0.13
33 H -5.27962 -0.01735 -2.02609  0.12
34 H -3.14529 -0.85925 -1.07411  0.05
35 H -3.98481 3.94255 -1.06035  0.11
36 H -2.89446 4.80054 0.61142  0.12
37 H -0.19741 7.16797 1.64394  0.12
38 H -1.41052 6.44580 2.69705  0.13
39 H -1.97225 7.36845 0.09902  0.09
40 H 1.29475 5.29075 1.32724  0.12
41 H 1.63134 2.99470 0.38877  0.10
42 C -1.33507 -6.33729 -1.81267  -0.06
43 C 0.05412 -5.88395 -1.40882  -0.49
44 C 1.12352 -6.88846 -1.79365  -0.05
45 O 0.37229 -4.65757 -2.10056  -0.32
46 P 0.22199 -3.23241 -1.37264  -0.27
47 S -1.49752 -3.01069 -0.41011  0.17
48 S 0.72214 -1.83911 -2.67055  0.17
49 O 1.29665 -3.28876 -0.15806  -0.39
50 C 2.71748 -3.43613 -0.41042  -0.47
51 C 3.40872 -2.12023 -0.11644  -0.05
52 C 3.20634 -4.55336 0.49140  -0.04
53 H -1.58400 -7.27192 -1.30540  0.08
54 H -1.37344 -6.50104 -2.89142  0.08
55 H -2.06917 -5.58124 -1.54053  0.04
56 H 0.08074 -5.69630 -0.33136  0.12
57 H 1.07929 -7.08091 -2.86723  0.08
58 H 0.97174 -7.82849 -1.26066  0.08
59 H 2.11509 -6.50362 -1.55839  0.06
60 H 2.86209 -3.70113 -1.46206  0.12
61 H 3.20918 -1.81131 0.91313  0.09
62 H 3.07098 -1.33409 -0.78940  0.04
63 H 4.48882 -2.22264 -0.23686  0.09
64 H 3.06361 -4.26742 1.53490  0.09
65 H 4.26922 -4.73242 0.32046  0.08
66 H 2.65891 -5.47870 0.31212  0.06



Density functional theory data (wB97M-V/def2-TZVPD) for a structure of composition C24H26Cl3FeN14OPS.

Computed properties:
- Net charge: +1
- Multiplicity: 6
- Gap between HOMO and LUMO (alpha / beta): 0.331 / 0.169 Ha
- Relative energy (zero: lowest compared OMol25 entry of this formula, charge and spin): 0.00 kcal per mole

Each line ends with the Mulliken spin population.
Positions of all 71 atoms, in Å:
1 Fe 1.65487 -0.69959 -1.03602  3.84
2 N 4.21153 -0.46537 1.33026  0.36
3 C 2.93491 -0.36660 1.79242  -0.01
4 N 2.63431 -0.22053 3.08314  0.13
5 N 1.32030 -0.19513 3.11317  -0.01
6 N 0.82805 -0.31829 1.88628  0.15
7 N 1.83524 -0.42819 1.03327  0.03
8 C 4.56380 -0.68107 0.04555  0.02
9 N 5.83874 -0.80814 -0.34862  0.16
10 N 5.76755 -1.02313 -1.63721  0.00
11 N 4.49427 -1.03064 -2.03485  0.21
12 N 3.71896 -0.81329 -0.98776  0.05
13 H 4.96176 -0.39263 2.01188  -0.02
14 C 0.98303 -5.95398 -1.96256  0.00
15 N 1.85636 -5.51420 -0.87355  0.01
16 C 1.14021 -5.66806 0.39434  0.00
17 N -0.14718 -4.97328 0.43404  0.00
18 C -0.96131 -5.43004 -0.69209  0.00
19 N -0.30919 -5.26636 -1.99202  0.01
20 C -0.17684 -3.86788 -2.36362  0.01
21 P 0.87214 -2.97286 -1.12491  -0.02
22 C 2.31225 -4.14821 -1.07265  0.01
23 C 0.01786 -3.52793 0.42479  0.01
24 H 0.79237 -7.01945 -1.83216  0.00
25 H 1.49276 -5.80775 -2.91585  0.00
26 H 1.76960 -5.30737 1.20946  0.00
27 H 0.95328 -6.73130 0.54693  0.00
28 H -1.91062 -4.89233 -0.69411  0.00
29 H -1.16532 -6.49190 -0.55217  0.00
30 H -1.16023 -3.39474 -2.40421  0.00
31 H 0.27631 -3.78125 -3.35312  0.00
32 H 2.97804 -3.85369 -0.25714  0.00
33 H 2.87855 -4.06542 -2.00292  0.00
34 H -0.95466 -3.03574 0.49353  0.00
35 H 0.60320 -3.20701 1.28920  0.00
36 Cl -5.25884 -1.22081 -0.56849  0.00
37 C -4.28646 0.18778 -0.30757  0.00
38 C -3.23567 0.14127 0.59220  0.00
39 C -2.47355 1.28244 0.78251  0.00
40 C -2.73050 2.46857 0.09752  0.00
41 C -1.80321 3.64007 0.33500  0.00
42 C -0.95420 4.01628 -0.88356  0.00
43 N -0.39014 2.80853 -1.48757  0.01
44 C -0.84278 2.18682 -2.62671  0.02
45 C -0.16616 1.01682 -2.72195  0.01
46 N 0.68665 0.90892 -1.63739  -0.03
47 C 0.50972 2.00920 -0.91406  0.07
48 O -2.45649 4.82237 0.74014  0.00
49 C -2.41463 5.05768 2.15433  0.00
50 C -1.01761 5.34467 2.61241  0.00
51 C -0.24392 4.52140 3.37283  0.00
52 Cl -0.69666 3.01032 4.05883  0.00
53 S 1.33249 5.13239 3.64384  0.00
54 C 0.98222 6.53220 2.71767  0.00
55 C -0.28892 6.52041 2.24388  0.00
56 C -3.79503 2.47178 -0.80010  0.00
57 Cl -4.18001 3.88744 -1.73318  0.00
58 C -4.57790 1.34767 -1.00592  0.00
59 H -3.03209 -0.76532 1.14455  0.00
60 H -1.65467 1.25722 1.49435  0.00
61 H -1.10391 3.30723 1.10925  0.00
62 H -0.15247 4.68308 -0.56849  0.00
63 H -1.54672 4.51904 -1.64205  0.00
64 H -1.59503 2.63328 -3.25337  0.00
65 H -0.22955 0.25782 -3.48173  0.00
66 H 0.99909 2.23812 0.01982  0.00
67 H -2.83924 4.20829 2.69584  0.00
68 H -3.05725 5.92108 2.31297  0.00
69 H 1.72722 7.30276 2.60407  0.00
70 H -0.71667 7.31838 1.65341  0.00
71 H -5.40208 1.37811 -1.70397  0.00



Density functional theory data (wB97M-V/def2-TZVPD) for an isolated molecule of C24H26FN3O5S in a non-equilibrium geometry.

Computed properties:
- Multiplicity: 1
- SMILES: O=S(=O)(NC[C@@H](c1ccco1)N1CCN(c2ccccc2F)CC1)c1ccc2c(c1)OCCO2
- Gap between HOMO and LUMO: 0.307 Ha
- Relative energy (zero: lowest compared OMol25 entry of this formula, charge and spin): 69.83 kcal per mole

Each line ends with the natural charge from an NBO analysis.
Positions of all 60 atoms, in Å:
1 O -4.74069 -3.17469 -0.49973  -0.94
2 S -3.50916 -2.47429 -0.72388  2.31
3 O -2.86846 -2.59502 -2.00346  -0.95
4 N -2.47852 -2.95371 0.50892  -0.87
5 C -1.05984 -3.03268 0.23356  -0.21
6 C -0.51480 -1.66159 -0.19259  -0.11
7 C -0.82994 -0.59565 0.81604  0.28
8 C -0.83933 0.76500 0.69040  -0.32
9 C -1.12901 1.28175 1.97629  -0.31
10 C -1.26998 0.19949 2.78587  0.08
11 O -1.08272 -0.93712 2.09538  -0.42
12 N 0.91527 -1.78211 -0.47263  -0.44
13 C 1.40894 -0.83043 -1.45160  -0.24
14 C 2.83359 -1.23507 -1.84382  -0.22
15 N 3.71713 -1.29292 -0.70110  -0.43
16 C 4.53216 -0.24464 -0.32219  0.09
17 C 5.58915 -0.48473 0.57161  -0.23
18 C 6.47613 0.49958 0.95115  -0.21
19 C 6.36598 1.78348 0.44317  -0.24
20 C 5.34652 2.05743 -0.44817  -0.28
21 C 4.45452 1.06749 -0.80971  0.39
22 F 3.46211 1.44560 -1.66464  -0.35
23 C 3.18265 -2.19704 0.29348  -0.20
24 C 1.76953 -1.75966 0.70022  -0.25
25 C -3.74333 -0.75024 -0.33442  -0.34
26 C -4.23212 -0.42069 0.91580  -0.19
27 C -4.37168 0.90982 1.25507  -0.22
28 C -4.03301 1.90500 0.34306  0.23
29 C -3.59284 1.55681 -0.94188  0.28
30 C -3.43945 0.21490 -1.26841  -0.24
31 O -3.30010 2.49741 -1.88832  -0.49
32 C -3.78075 3.78608 -1.56897  -0.10
33 C -3.46593 4.11275 -0.11077  -0.10
34 O -4.13247 3.20673 0.74345  -0.48
35 H -2.84780 -3.78035 0.95211  0.41
36 H -0.56439 -3.36787 1.14654  0.21
37 H -0.83801 -3.73856 -0.57627  0.21
38 H -1.00288 -1.40133 -1.13690  0.24
39 H -0.66815 1.32453 -0.20658  0.23
40 H -1.21776 2.31155 2.25604  0.23
41 H -1.49099 0.10836 3.83050  0.20
42 H 0.76754 -0.86722 -2.33321  0.21
43 H 1.41265 0.19833 -1.05881  0.18
44 H 3.23122 -0.56322 -2.60105  0.22
45 H 2.79614 -2.24565 -2.26584  0.20
46 H 5.72447 -1.48359 0.95590  0.21
47 H 7.27039 0.25768 1.64135  0.21
48 H 7.05985 2.55623 0.73250  0.22
49 H 5.21404 3.04301 -0.86727  0.23
50 H 3.81950 -2.22144 1.17565  0.21
51 H 3.13268 -3.19951 -0.14296  0.20
52 H 1.37674 -2.44681 1.45014  0.20
53 H 1.82905 -0.75073 1.14805  0.18
54 H -4.48289 -1.20791 1.60619  0.24
55 H -4.72646 1.21178 2.22705  0.23
56 H -3.08448 -0.06627 -2.24601  0.25
57 H -3.28449 4.47863 -2.24986  0.21
58 H -4.86707 3.82921 -1.72357  0.18
59 H -3.81682 5.10915 0.16065  0.21
60 H -2.38158 4.04494 0.04850  0.18



Density functional theory data (wB97M-V/def2-TZVPD) for a structure of composition C24H26MnN4Si in a non-equilibrium geometry.

Computed properties:
- Net charge: +2
- Multiplicity: 4
- Gap between HOMO and LUMO (alpha / beta): 0.280 / 0.287 Ha
- Relative energy (zero: lowest compared OMol25 entry of this formula, charge and spin): 0.00 kcal per mole

Each line ends with the Mulliken spin population.
Positions of all 56 atoms, in Å:
1 C 0.40349 2.32257 3.82669  -0.07
2 C 0.79912 2.61803 2.46014  0.01
3 C -0.34239 2.44435 1.59984  0.09
4 H 1.76875 2.94217 2.08913  0.00
5 C -1.45591 2.01796 2.40643  -0.12
6 C -1.00939 1.95655 3.79316  0.07
7 H -1.64796 1.69052 4.64370  0.00
8 H 1.07727 2.34136 4.69316  -0.01
9 H -0.38813 2.69820 0.53358  0.01
10 H -2.46986 1.89800 2.00331  -0.01
11 Mn 0.08175 0.54222 2.58912  3.02
12 C 0.57936 -0.26259 -0.40280  0.06
13 H -0.44727 0.15274 -0.47223  -0.01
14 H 0.66269 -0.85398 0.53044  -0.02
15 H 1.30542 0.56003 -0.34012  -0.03
16 Si -0.15243 -0.74676 -2.42198  0.00
17 C 1.42959 -0.71361 -3.48674  0.00
18 C 2.24815 0.43634 -3.42928  0.00
19 H 1.89301 1.32915 -2.91103  0.00
20 C 3.51704 0.44014 -4.00984  0.00
21 H 4.12141 1.33562 -3.95519  0.00
22 C 3.98098 -0.69421 -4.66128  0.00
23 H 4.95583 -0.68741 -5.12813  0.00
24 C 3.19549 -1.84310 -4.72040  0.00
25 H 3.55271 -2.73082 -5.23084  0.00
26 C 1.93085 -1.86725 -4.12311  0.00
27 H 1.30478 -2.76499 -4.11992  0.00
28 C -1.32690 0.47488 -3.21483  0.00
29 C -1.11919 0.91342 -4.53827  0.00
30 H -0.32041 0.47178 -5.13419  0.00
31 C -1.93268 1.90514 -5.08686  0.00
32 H -1.73537 2.25663 -6.09398  0.00
33 C -2.97853 2.44354 -4.34277  0.00
34 H -3.59148 3.23509 -4.76349  0.00
35 C -3.24390 1.94907 -3.06749  0.00
36 H -4.08263 2.33767 -2.50409  0.00
37 C -2.44338 0.95531 -2.50468  0.00
38 H -2.66767 0.52542 -1.52753  0.00
39 H 1.07638 -0.91203 -1.16993  0.03
40 H -0.74747 -2.04155 -1.78470  0.00
41 N 0.73840 -2.18709 5.37485  0.01
42 C 1.87369 -1.50550 5.80365  0.00
43 C 2.11508 -0.52899 4.88601  0.01
44 N 1.11511 -0.56579 3.92927  -0.05
45 C 0.33616 -1.63878 4.19973  0.03
46 C -0.86074 -1.90026 3.45738  0.02
47 N -1.29222 -1.04697 2.49915  -0.06
48 C -2.48194 -1.57966 2.02105  0.00
49 C -2.78230 -2.72696 2.69963  0.00
50 N -1.76361 -2.89473 3.62983  0.01
51 H 0.25632 -2.93309 5.85047  0.00
52 H 2.42478 -1.74231 6.69836  0.00
53 H 2.86420 0.22003 4.73685  0.00
54 H -2.96699 -1.05358 1.21685  0.00
55 H -3.63502 -3.37962 2.61956  0.00
56 H -1.72200 -3.61229 4.35435  0.00



Number 1: electronic energy -4495.44139 Ha. Number 2: electronic energy -5155.54070 Ha. Number 3: electronic energy -1968.61444 Ha. Number 4: electronic energy -2589.05843 Ha.